1.
{
  "formula": "C25H50ClNO12PS4",
  "method": "wB97M-V/def2-TZVPD",
  "fmax_ev_per_a": 0.493,
  "s_squared": 0.75,
  "spin_multiplicity": 2,
  "gap_ev": [8.072, 9.483],
  "homo_energy_ha": [-0.278, -0.330],
  "symbols": ["C", "C", "C", "C", "C", "Cl", "P", "O", "O", "O", "C", "C", "C", "C", "N", "O", "H", "H", "H", "H", "H", "H", "H", "H", "H", "H", "H", "H", "H", "H", "H", "H", "H", "H", "C", "C", "C", "S", "O", "O", "C", "H", "H", "H", "H", "H", "H", "H", "H", "C", "C", "C", "S", "O", "O", "C", "H", "H", "H", "H", "H", "H", "H", "H", "C", "C", "C", "S", "O", "O", "C", "H", "H", "H", "H", "H", "H", "H", "H", "C", "C", "C", "S", "O", "O", "C", "H", "H", "H", "H", "H", "H", "H", "H"],
  "positions_angstrom": [[-0.13090, 4.82227, 1.01771], [-0.23376, 5.67426, -0.27197], [-0.53419, 7.12883, 0.10009], [1.06697, 5.69368, -1.09621], [1.33750, 4.52099, -2.04046], [1.89941, 3.08582, -1.10138], [2.76670, 4.90918, -3.19677], [3.87223, 3.95157, -3.17096], [2.11988, 5.11125, -4.64571], [3.24130, 6.38852, -2.83268], [0.07331, 4.20463, -2.84237], [-1.24528, 4.08667, -2.06818], [-1.39520, 2.75353, -1.33279], [-2.38066, 4.22946, -3.08790], [-1.36511, 5.21823, -1.11538], [-2.51613, 5.36811, -0.58788], [0.82471, 4.30782, 1.09105], [-0.24304, 5.45942, 1.89562], [-0.92338, 4.07851, 1.05599], [-1.33996, 7.18418, 0.82830], [-0.82979, 7.69980, -0.78185], [0.35818, 7.59032, 0.52976], [1.04539, 6.60475, -1.70111], [1.89674, 5.80156, -0.39546], [2.36707, 4.35035, -5.18749], [2.63089, 7.09801, -3.05233], [-0.03231, 5.00257, -3.58173], [0.21213, 3.28129, -3.40065], [-1.33174, 1.93374, -2.05040], [-2.36698, 2.70830, -0.84258], [-0.62367, 2.58503, -0.59152], [-2.10154, 3.72949, -4.01747], [-2.58127, 5.27975, -3.30167], [-3.30258, 3.78409, -2.71853], [0.04029, -2.16267, 2.72140], [0.62128, -2.56288, 1.35912], [-0.47930, -2.35264, 0.31834], [-1.53479, -1.04025, 0.96055], [-2.84719, -1.58922, 1.20610], [-1.40469, 0.14514, 0.14932], [-0.67161, -0.83314, 2.51485], [0.81647, -2.07999, 3.48209], [-0.67770, -2.91287, 3.05732], [1.47357, -1.92850, 1.10549], [0.96308, -3.59561, 1.35890], [-0.11434, -2.04320, -0.65810], [-1.12004, -3.22402, 0.20677], [-1.39300, -0.57738, 3.28571], [0.03494, -0.01429, 2.37575], [-2.30227, -7.20628, -0.27705], [-1.72128, -8.57516, 0.10283], [-0.27394, -8.34959, 0.54815], [-0.21208, -6.67274, 1.21031], [0.64908, -5.87726, 0.36877], [0.01242, -6.69557, 2.63298], [-1.92165, -6.26312, 0.85658], [-3.38242, -7.24664, -0.40842], [-1.86396, -6.85511, -1.21354], [-2.29907, -8.99904, 0.92627], [-1.76611, -9.27881, -0.72705], [0.05712, -9.02455, 1.33345], [0.42857, -8.37370, -0.28275], [-1.97794, -5.20630, 0.60956], [-2.48959, -6.45977, 1.76566], [4.36219, 0.14832, -5.76272], [3.63051, 0.32355, -7.10137], [2.13208, 0.41187, -6.79443], [2.01557, 1.10161, -5.13393], [1.42413, 0.12427, -4.25913], [1.44317, 2.43183, -5.18197], [3.77466, 1.19338, -4.82220], [5.43807, 0.27739, -5.86919], [4.18249, -0.85253, -5.36425], [3.96504, 1.24514, -7.58171], [3.83684, -0.49749, -7.78635], [1.57718, 1.06298, -7.46535], [1.65568, -0.56564, -6.74907], [3.92840, 1.01539, -3.76066], [4.10281, 2.20418, -5.06271], [-2.32561, -2.91172, 8.39522], [-0.80238, -3.09858, 8.42779], [-0.29437, -2.95538, 6.99020], [-1.46048, -1.85767, 6.16176], [-2.13870, -2.59613, 5.12624], [-0.82615, -0.60232, 5.84622], [-2.57704, -1.66849, 7.55022], [-2.74134, -2.79965, 9.39550], [-2.80133, -3.77704, 7.92917], [-0.35391, -2.32764, 9.05721], [-0.52279, -4.06597, 8.84217], [0.69237, -2.50569, 6.91347], [-0.31884, -3.89578, 6.44221], [-3.58532, -1.57886, 7.15300], [-2.29173, -0.75414, 8.07019]]
}

2.
{
  "formula": "C25H50FN2O6S2",
  "method": "wB97M-V/def2-TZVPD",
  "fmax_ev_per_a": 3.481,
  "s_squared": 2.01,
  "spin_multiplicity": 3,
  "gap_ev": [5.851, 6.829],
  "homo_energy_ha": [-0.367, -0.403],
  "charge": 1,
  "symbols": ["O", "S", "O", "O", "C", "C", "C", "C", "S", "F", "C", "C", "C", "O", "H", "H", "H", "H", "H", "H", "H", "H", "H", "H", "H", "H", "H", "H", "C", "C", "C", "C", "C", "C", "N", "O", "C", "C", "C", "H", "H", "H", "H", "H", "H", "H", "H", "H", "H", "H", "H", "H", "H", "H", "H", "H", "H", "C", "C", "C", "C", "C", "C", "N", "O", "C", "C", "C", "H", "H", "H", "H", "H", "H", "H", "H", "H", "H", "H", "H", "H", "H", "H", "H", "H", "H"],
  "positions_angstrom": [[-1.51764, 1.40083, -7.25692], [-1.25659, 0.87493, -5.95926], [-2.21376, 1.21721, -4.93945], [0.19131, 1.27613, -5.48590], [-1.12240, -0.90565, -6.04085], [-2.09813, -1.57348, -5.06436], [-1.63731, -1.52667, -3.58962], [-2.46735, -0.63564, -2.67540], [-4.20397, -0.96772, -2.88814], [-4.76917, -0.92698, -1.42720], [-5.03156, 0.39529, -3.68958], [-5.54495, -0.12980, -5.05275], [-6.68433, 0.71985, -5.72344], [-5.14454, 0.63093, -6.07062], [0.32273, 2.21490, -5.70878], [-1.41146, -1.13988, -7.05979], [-0.10207, -1.21608, -5.84064], [-2.17796, -2.60798, -5.38517], [-3.06008, -1.08710, -5.22233], [-0.62203, -1.13615, -3.55356], [-1.57593, -2.53471, -3.19075], [-2.26820, 0.42125, -2.80739], [-2.26981, -0.87540, -1.62404], [-4.37033, 1.23189, -3.89837], [-5.89478, 0.63282, -3.07005], [-5.63939, -1.20845, -5.14686], [-6.88619, 1.60246, -6.32930], [-6.79882, 1.31357, -4.77790], [0.18747, -2.71341, 3.81224], [-0.36339, -1.77405, 2.72483], [-0.98865, -0.54111, 3.37545], [-2.30396, -0.84485, 4.09222], [-3.29177, -1.53154, 3.14946], [-2.71778, -2.76104, 2.44011], [-1.36477, -2.47476, 1.85892], [-1.48405, -1.87115, 0.72401], [-2.66567, -3.95172, 3.41255], [-3.64561, -3.18500, 1.31695], [0.84470, -1.36995, 1.89260], [1.08672, -2.27285, 4.23997], [-0.49326, -2.87529, 4.64298], [0.45692, -3.68288, 3.39221], [-1.17008, 0.21772, 2.60654], [-0.26857, -0.11022, 4.07319], [-2.12972, -1.46225, 4.97630], [-2.74091, 0.08624, 4.45630], [-4.18727, -1.83175, 3.69695], [-3.61637, -0.80288, 2.39822], [-2.13149, -4.79097, 2.96596], [-3.67972, -4.28240, 3.63523], [-2.20249, -3.71950, 4.36634], [-3.80833, -2.35559, 0.63120], [-4.61324, -3.49610, 1.70868], [-3.22701, -4.02027, 0.75310], [1.28571, -2.23575, 1.39544], [1.60639, -0.92926, 2.53405], [0.59488, -0.63109, 1.13503], [3.75574, 2.97917, -0.21862], [3.36785, 2.52315, 1.19945], [3.55971, 3.67851, 2.18038], [5.03118, 3.99220, 2.44441], [5.77914, 2.74069, 2.90591], [5.60026, 1.53068, 1.98452], [4.15980, 1.32804, 1.62653], [3.54651, 0.70428, 2.57056], [6.45794, 1.69628, 0.71781], [6.13328, 0.28386, 2.67940], [1.89714, 2.13946, 1.11732], [2.99098, 3.65625, -0.59934], [4.69154, 3.52760, -0.26381], [3.82079, 2.12828, -0.89820], [3.07542, 3.42861, 3.12967], [3.04722, 4.56162, 1.79233], [5.50351, 4.41325, 1.55325], [5.10415, 4.76042, 3.21558], [6.84554, 2.95571, 2.99533], [5.43007, 2.47852, 3.90945], [6.23245, 0.91020, -0.00395], [7.51176, 1.61410, 0.98095], [6.33982, 2.65796, 0.22644], [5.66954, 0.12491, 3.64984], [7.20497, 0.39942, 2.83773], [5.96981, -0.60655, 2.07129], [1.75774, 1.29188, 0.44452], [1.31731, 2.97950, 0.73377], [1.48488, 1.87529, 2.08884]]
}

no.,total energy (eV)
1,-117948.751
2,-66373.660